Entry 1:
Computed, not measured: a structure of composition C13H27BeNSi2 at a distorted geometry, with ωB97M-V with the def2-TZVPD basis set.

Positions of all 44 atoms, in Å:
Be1 -1.874 0.070 -1.719
C1 -3.553 -0.025 -1.684
H1 -3.635 -0.822 -0.946
H2 -4.104 0.867 -1.368
H3 -3.850 -0.330 -2.687
H4 -1.601 1.131 -2.756
H5 -1.327 1.369 -2.051
C2 -0.742 3.082 -0.602
Si1 0.561 1.885 0.052
C3 2.098 2.059 -1.013
C4 0.978 2.664 1.724
C5 0.208 0.044 0.162
C6 0.301 -0.939 -0.900
C7 1.417 -1.799 -1.125
C8 1.313 -2.868 -1.986
C9 0.094 -3.112 -2.643
C10 -0.957 -2.237 -2.426
N1 -0.789 -1.113 -1.716
Si2 0.351 -0.753 1.895
C11 2.192 -0.741 2.236
C12 -0.563 0.175 3.244
C13 -0.379 -2.472 1.841
H6 -0.350 4.097 -0.396
H7 -1.713 2.977 -0.089
H8 -0.919 3.041 -1.688
H9 2.417 3.115 -1.021
H10 2.926 1.453 -0.614
H11 1.909 1.743 -2.050
H12 0.098 2.801 2.370
H13 1.757 2.157 2.312
H14 1.359 3.671 1.471
H15 2.368 -1.561 -0.624
H16 2.172 -3.511 -2.191
H17 -0.033 -3.936 -3.338
H18 -1.964 -2.420 -2.822
H19 2.627 0.269 2.274
H20 2.363 -1.223 3.209
H21 2.741 -1.312 1.472
H22 -1.640 0.243 3.038
H23 -0.438 -0.421 4.161
H24 -0.203 1.187 3.460
H25 -1.469 -2.440 1.681
H26 0.052 -3.100 1.047
H27 -0.197 -2.967 2.808

The frontier orbital gap is 0.245 Eh. The LUMO energy comes out at 0.083 eV. For the energy above the lowest of the compared OMol25 structures with the same formula, charge and spin, the calculation gives 0.0000 eV.

These are the Löwdin partial charges, in e, on atoms 1 to 6: atom 1 (Be): 0.17, atom 2 (C): -0.17, atom 3 (H): 0.00, atom 4 (H): 0.00, atom 5 (H): 0.00, atom 6 (H): 0.18

***

Entry 2:
Computed, not measured: a structure of composition C13H27CdO13 at a distorted geometry, with ωB97M-V with the def2-TZVPD basis set.

Positions of all 54 atoms, in Å:
Cd1 -0.919 2.672 -2.884
C1 0.324 0.152 -0.537
C2 -0.903 1.026 -0.274
O1 -0.901 2.226 -0.890
H1 1.068 0.457 0.199
H2 0.689 0.310 -1.552
H3 0.124 -0.920 -0.530
H4 -1.122 1.355 0.742
H5 -1.758 0.448 -0.624
C3 -4.106 -1.617 -0.004
C4 -5.590 -1.813 -0.119
O2 -5.620 -3.128 -0.711
C5 -4.364 -3.694 -0.724
O3 -4.110 -4.867 -0.993
O4 -3.387 -2.887 -0.237
H6 -3.783 -1.508 1.032
H7 -3.700 -0.813 -0.616
H8 -6.010 -1.095 -0.823
H9 -6.110 -1.777 0.839
C6 1.418 -3.755 1.937
C7 2.402 -3.317 0.940
O5 2.057 -4.118 -0.152
C8 0.885 -4.793 0.115
O6 0.506 -5.727 -0.553
O7 0.380 -4.250 1.202
H10 0.990 -2.886 2.438
H11 1.787 -4.410 2.727
H12 3.412 -3.553 1.274
H13 2.233 -2.253 0.775
C9 6.881 0.287 0.484
C10 6.469 -0.399 -0.821
O8 5.147 -0.704 -0.481
C11 4.787 0.171 0.476
O9 3.630 0.329 0.860
O10 5.767 1.081 0.758
H14 7.646 0.989 0.153
H15 7.298 -0.310 1.295
H16 7.066 -1.307 -0.899
H17 6.674 0.157 -1.737
O11 1.552 3.545 0.176
H18 0.648 3.604 -0.133
H19 1.675 2.619 0.385
O12 -1.516 -1.409 -3.159
H20 -1.252 -0.734 -3.784
H21 -1.036 -1.195 -2.359
C12 -3.267 6.240 1.054
C13 -2.669 4.886 0.571
O13 -3.742 3.941 0.548
H22 -3.415 6.962 0.251
H23 -2.542 6.717 1.713
H24 -4.224 6.214 1.576
H25 -2.033 4.561 1.395
H26 -1.997 5.040 -0.274
H27 -3.437 3.251 -0.046

The frontier orbital gap (spin up / spin down) is 0.317 / 0.271 Eh. Its multiplicity is 2. The LUMO energy (spin up / spin down) comes out at -0.103 / -2.401 eV.

These are the Löwdin partial charges, in e, on atoms 1 to 6: atom 1 (Cd): 0.94, atom 2 (C): -0.08, atom 3 (C): -0.48, atom 4 (O): -0.59, atom 5 (H): 0.05, atom 6 (H): 0.06

***

Entry 3:
Computed, not measured: a cluster of 2 separate species, C13H27Cl2F3N6O10P3 in total, with ωB97M-V with the def2-TZVPD basis set.

Positions of all 64 atoms, in Å:
C1 2.380 -5.117 -2.126
C2 2.712 -3.676 -1.753
C3 1.449 -2.890 -1.381
Cl1 1.172 -2.923 0.388
C4 1.283 -1.498 -2.039
N1 -0.145 -1.250 -2.314
C5 -0.885 -0.589 -1.411
N2 -2.158 -0.373 -1.600
C6 -2.982 -0.831 -2.750
N3 -4.367 -0.916 -2.445
C7 -5.095 0.356 -2.519
N4 -0.324 -0.096 -0.251
C8 1.019 0.411 -0.262
O1 1.037 1.802 -0.564
N5 -0.137 2.603 -0.145
O2 0.043 3.699 -0.426
P1 1.782 0.109 1.560
O3 0.349 -0.318 2.267
Cl2 1.807 2.062 2.136
C9 1.868 -0.162 -1.462
P2 3.702 -0.284 -1.057
N6 4.066 -1.410 -0.090
O4 3.989 1.183 -0.540
O5 4.446 -0.227 -2.477
P3 1.607 1.081 -2.896
O6 0.194 1.378 -3.158
O7 2.590 2.291 -2.654
O8 2.294 0.333 -4.151
H1 3.277 -5.658 -2.419
H2 1.653 -5.168 -2.938
H3 1.950 -5.639 -1.269
H4 3.386 -3.671 -0.903
H5 3.210 -3.188 -2.596
H6 0.601 -3.463 -1.760
H7 1.753 -1.615 -3.016
H8 -0.631 -2.004 -2.783
H9 -2.612 0.203 -0.904
H10 -2.829 -0.104 -3.549
H11 -2.605 -1.802 -3.076
H12 -4.528 -1.365 -1.553
H13 -4.547 1.205 -2.092
H14 -6.032 0.263 -1.978
H15 -5.322 0.587 -3.558
H16 -0.554 -0.636 0.578
H17 0.455 -1.153 2.743
H18 4.800 -2.027 -0.417
H19 3.265 1.821 -0.467
H20 4.186 -0.896 -3.121
H21 3.294 2.363 -3.315
H22 1.631 0.238 -4.850
C10 -1.787 2.584 3.458
C11 -1.049 3.234 4.606
O9 -1.895 3.336 5.773
C12 -2.016 2.228 6.488
O10 -1.509 1.167 6.270
C13 -2.911 2.492 7.724
F1 -4.010 3.173 7.388
F2 -2.228 3.209 8.624
F3 -3.275 1.344 8.281
H23 -2.700 3.131 3.223
H24 -1.149 2.571 2.573
H25 -2.050 1.556 3.705
H26 -0.769 4.259 4.379
H27 -0.153 2.675 4.871

The frontier orbital gap is 0.339 Eh. The LUMO energy comes out at -3.059 eV. The total charge is +1.

These are the Löwdin partial charges, in e, on atoms 1 to 6: atom 1 (C): -0.09, atom 2 (C): -0.29, atom 3 (C): -0.60, atom 4 (Cl): 0.71, atom 5 (C): -0.28, atom 6 (N): 0.13

***

Entry 4:
Computed, not measured: a structure of composition C13H27Cl2FeN2OP2 at a distorted geometry, with ωB97M-V with the def2-TZVPD basis set.

Positions of all 48 atoms, in Å:
C1 1.183 -0.074 -6.012
C2 1.215 0.178 -4.533
H1 2.215 -0.104 -6.390
H2 0.605 0.727 -6.497
H3 0.662 -1.014 -6.203
O1 2.164 0.571 -3.875
Cl1 -0.369 -0.196 -3.720
Fe1 -0.559 -0.076 -0.373
P1 -0.097 2.248 -0.497
C3 1.102 3.103 0.577
C4 0.198 2.726 -2.211
H4 0.128 3.810 -2.367
H5 -1.799 3.991 -0.186
H6 -0.553 2.225 -2.832
H7 -2.506 2.364 -0.499
H8 2.122 2.835 0.280
H9 1.186 2.360 -2.523
C5 -1.717 2.917 0.024
H10 1.007 4.201 0.541
H11 -1.826 2.745 1.102
H12 0.954 2.784 1.614
P2 0.157 -2.317 -0.182
C6 1.395 -3.040 0.941
C7 -1.398 -3.028 0.472
H13 -0.246 -2.547 -2.538
H14 0.351 -4.087 -1.836
H15 1.471 -2.720 -2.134
C8 0.455 -2.996 -1.828
H16 -2.239 -2.631 -0.109
H17 -1.377 -4.124 0.427
H18 1.340 -4.139 0.952
H19 1.224 -2.678 1.961
H20 -1.508 -2.699 1.512
H21 2.405 -2.741 0.636
Cl2 -2.652 -0.316 -1.176
N1 -0.475 0.217 5.718
C9 -0.390 0.167 4.368
C10 0.843 0.026 3.696
C11 0.893 0.002 2.317
N2 -0.251 0.060 1.568
C12 -1.463 0.157 2.199
C13 -1.547 0.250 3.570
H22 0.318 0.143 6.309
H23 -1.359 0.333 6.173
H24 1.777 -0.068 4.255
H25 1.830 -0.074 1.758
H26 -2.340 0.152 1.542
H27 -2.529 0.374 4.010

The frontier orbital gap (spin up / spin down) is 0.354 / 0.254 Eh. Its multiplicity is 6. The LUMO energy (spin up / spin down) comes out at -5.722 / -8.479 eV. The total charge is +2. For the energy above the lowest of the compared OMol25 structures with the same formula, charge and spin, the calculation gives 0.0000 eV.

These are the Löwdin partial charges, in e, on atoms 1 to 6: atom 1 (C): -0.05, atom 2 (C): -0.73, atom 3 (H): 0.11, atom 4 (H): 0.11, atom 5 (H): 0.09, atom 6 (O): 0.03

***

Entry 5:
Computed, not measured: a cluster of 9 separate species, C13H27F2N7O20 in total at a distorted geometry, with ωB97M-V with the def2-TZVPD basis set.

Positions of all 69 atoms, in Å:
O1 -0.879 -3.658 0.729
C1 -0.706 -2.395 0.781
O2 -1.710 -1.466 0.877
C2 -1.373 -0.208 0.377
C3 0.085 -0.332 0.607
F1 0.434 -0.027 1.879
O3 0.392 -1.713 0.393
H1 -1.613 -0.087 -0.680
H2 -1.628 0.685 0.948
H3 0.606 0.318 -0.096
O4 7.086 3.767 -2.574
C4 8.032 4.494 -2.817
O5 9.100 4.218 -3.617
C5 10.024 5.266 -3.390
C6 9.182 6.464 -2.977
F2 8.642 7.093 -4.012
O6 8.142 5.781 -2.307
H4 10.608 4.946 -2.526
H5 10.540 5.589 -4.294
H6 9.828 7.105 -2.378
C7 -5.115 5.009 6.801
N1 -5.760 4.918 5.468
O7 -5.099 5.093 4.408
O8 -6.966 4.841 5.448
H7 -5.547 5.867 7.317
H8 -4.075 5.307 6.671
H9 -5.163 4.047 7.310
C8 6.870 0.003 2.524
N2 8.095 -0.858 2.688
O9 8.316 -1.654 1.818
O10 8.797 -0.709 3.690
H10 7.172 1.051 2.530
H11 6.191 -0.119 3.367
H12 6.325 -0.354 1.649
C9 2.697 -10.419 0.147
N3 3.885 -10.390 -0.780
O11 4.943 -9.859 -0.358
O12 3.698 -10.827 -1.906
H13 3.013 -9.703 0.905
H14 2.431 -11.359 0.629
H15 1.905 -10.098 -0.529
C10 -8.179 -0.465 0.271
N4 -8.171 -1.957 0.324
O13 -8.448 -2.536 1.355
O14 -7.773 -2.551 -0.695
H16 -7.694 -0.141 -0.650
H17 -7.666 0.057 1.079
H18 -9.225 -0.241 0.482
C11 -3.183 0.693 -9.159
N5 -3.687 1.086 -7.793
O15 -3.660 2.293 -7.545
O16 -3.931 0.161 -7.060
H19 -2.839 1.582 -9.688
H20 -4.130 0.489 -9.659
H21 -2.451 -0.105 -9.031
C12 -0.882 8.218 -0.946
N6 0.475 8.739 -1.159
O17 1.142 7.977 -1.900
O18 0.851 9.714 -0.521
H22 -1.462 9.102 -0.678
H23 -0.745 7.429 -0.207
H24 -1.140 7.913 -1.960
C13 -5.245 -8.878 3.765
N7 -5.819 -9.189 5.031
O19 -7.038 -9.114 5.091
O20 -5.042 -9.435 5.941
H25 -4.219 -9.241 3.831
H26 -5.406 -7.800 3.722
H27 -5.835 -9.430 3.034

The frontier orbital gap is 0.397 Eh. Its SMILES is O=C1OC[C@@H](F)O1.O=C1OC[C@@H](F)O1.C[N+](=O)[O-].C[N+](=O)[O-].C[N+](=O)[O-].C[N+](=O)[O-].C[N+](=O)[O-].C[N+](=O)[O-].C[N+](=O)[O-]. The LUMO energy comes out at -0.269 eV. For the energy above the lowest of the compared OMol25 structures with the same formula, charge and spin, the calculation gives 3.8801 eV.

These are the Löwdin partial charges, in e, on atoms 1 to 6: atom 1 (O): 0.10, atom 2 (C): -0.43, atom 3 (O): 0.06, atom 4 (C): -0.08, atom 5 (C): -0.33, atom 6 (F): 0.08

***

Entry 6:
Computed, not measured: a cluster of 2 separate species, C13H27FO6S in total, with ωB97M-V with the def2-TZVPD basis set.

Positions of all 48 atoms, in Å:
C1 1.954 -4.355 -0.682
C2 0.634 -4.526 0.062
C3 -0.495 -3.554 -0.320
C4 -0.035 -2.095 -0.487
C5 0.418 -1.783 -1.928
C6 -1.053 -1.073 0.067
O1 -0.798 0.254 -0.522
C7 0.205 0.936 -0.043
O2 1.047 0.647 0.742
S1 0.194 2.617 -0.809
O3 1.254 3.373 -0.253
O4 -1.134 3.096 -0.917
F1 0.649 2.200 -2.256
C8 -2.550 -1.325 -0.093
C9 -3.343 -0.178 0.543
C10 -3.033 -1.627 -1.515
C11 -3.020 -0.470 -2.515
H1 1.840 -4.554 -1.750
H2 2.380 -3.356 -0.567
H3 2.694 -5.060 -0.300
H4 0.268 -5.536 -0.142
H5 0.803 -4.479 1.141
H6 -1.262 -3.631 0.453
H7 -0.950 -3.903 -1.251
H8 0.841 -1.974 0.155
H9 -0.321 -1.203 -2.479
H10 1.367 -1.245 -1.937
H11 0.572 -2.708 -2.483
H12 -0.849 -0.958 1.135
H13 -2.747 -2.205 0.525
H14 -4.383 -0.475 0.685
H15 -2.937 0.079 1.525
H16 -3.320 0.726 -0.064
H17 -4.069 -1.972 -1.429
H18 -2.475 -2.468 -1.934
H19 -2.029 -0.038 -2.652
H20 -3.357 -0.830 -3.488
H21 -3.690 0.338 -2.219
O5 3.469 4.560 1.525
C12 3.204 5.827 2.116
C13 2.734 5.660 3.544
O6 3.688 4.950 4.313
H22 2.628 4.117 1.356
H23 4.153 6.364 2.101
H24 2.470 6.393 1.532
H25 2.591 6.634 4.015
H26 1.771 5.130 3.554
H27 4.036 4.258 3.736

The frontier orbital gap is 0.375 Eh. Its SMILES is CCC[C@@H](C)[C@@H](OC(=O)S(=O)(=O)F)[C@@H](C)CC.OCCO. The LUMO energy comes out at 0.338 eV.

These are the Löwdin partial charges, in e, on atoms 1 to 6: atom 1 (C): -0.11, atom 2 (C): -0.24, atom 3 (C): -0.18, atom 4 (C): -0.29, atom 5 (C): -0.03, atom 6 (C): -0.20

***

It is found that the E values, taken in the order of the records, are -31565.485, -45095.867, -104395.192, -96943.921, -70711.703, -39755.983 eV.